Formula: C28H42ClKO25
Source: the OMol25 dataset
Level of theory: the ωB97M-V functional and the def2-TZVPD basis

Each line ends with the Löwdin charge.
Positions of all 97 atoms, in Å:
K  2.85239  -3.83108  -2.48334  0.914
Cl  0.63991  -0.58938  -0.99073  0.694
O  1.61899  -0.42721  0.05661  -0.346
O  1.16834  -1.45320  -2.09317  -0.467
O  -0.65047  -0.99564  -0.43569  -0.357
O  0.26543  0.70699  -1.57553  -0.356
C  4.45802  1.50577  -0.12635  0.037
C  4.56830  0.16463  0.77100  -0.301
C  4.77908  -1.13438  -0.02752  -0.067
O  6.15661  -1.47089  0.34630  0.036
C  6.70788  -0.57571  1.20148  -0.467
O  7.89413  -0.49345  1.57681  0.112
O  5.75106  0.38032  1.50168  0.051
H  5.31328  1.62270  -0.79190  0.089
H  4.36949  2.31871  0.59434  0.086
H  3.62353  1.35934  -0.81211  0.046
H  3.79756  -0.12456  1.48544  0.114
H  4.87174  -0.92053  -1.09231  0.125
H  4.10327  -1.90907  0.33474  0.121
C  -3.42003  0.50544  2.21554  0.007
C  -3.34521  1.89817  1.49539  -0.255
C  -2.33937  1.92677  0.35909  -0.111
O  -2.95759  2.53054  -0.74705  0.079
C  -4.24997  2.70754  -0.46890  -0.497
O  -5.10040  3.12018  -1.28716  0.097
O  -4.54073  2.18255  0.75011  0.082
H  -3.71964  -0.30156  1.54690  0.076
H  -4.12387  0.50650  3.04783  0.080
H  -2.59398  0.06881  2.77688  0.056
H  -3.15471  2.73681  2.16509  0.154
H  -1.97203  0.94200  0.07031  0.107
H  -1.51129  2.57043  0.65588  0.134
C  -3.96665  2.42004  -4.44159  -0.015
C  -3.62939  1.01732  -4.63210  -0.372
C  -2.49871  0.23474  -3.97759  -0.072
O  -3.14230  -0.92527  -3.49874  0.069
C  -4.45341  -0.86571  -3.76631  -0.474
O  -5.21220  -1.86045  -3.69648  0.090
O  -4.80868  0.36427  -4.26123  0.081
H  -3.13041  3.09450  -4.62575  0.102
H  -4.13465  2.48541  -3.36660  0.069
H  -4.89436  2.70410  -4.93834  0.108
H  -3.66634  0.86992  -5.71146  0.152
H  -2.10534  0.91370  -3.22105  0.125
H  -1.62828  -0.02957  -4.57808  0.127
C  0.80077  -2.13744  3.61160  0.032
C  -0.45428  -1.43985  4.41172  -0.298
C  -0.61830  -1.98490  5.78130  -0.107
O  -0.54002  -0.83823  6.63203  0.086
C  -0.53952  0.28018  5.85815  -0.553
O  -0.67195  1.39719  6.32489  0.147
O  -0.38435  -0.08815  4.59941  0.046
H  1.73165  -2.14515  4.17862  0.073
H  1.15020  -1.61431  2.72146  0.053
H  0.62329  -3.19650  3.42459  0.076
H  -1.47958  -1.57655  4.06797  0.141
H  0.16699  -2.70532  6.01026  0.134
H  -1.58705  -2.47187  5.89301  0.138
C  -3.74748  -3.04953  -0.56472  -0.019
C  -2.66132  -4.04838  -0.69534  -0.305
C  -1.49249  -4.03856  0.36777  -0.045
O  -1.49015  -5.38376  0.86395  0.102
C  -2.40387  -6.08725  0.35426  -0.618
O  -2.54028  -7.31423  0.52761  0.098
O  -3.13072  -5.36266  -0.47736  0.107
H  -3.35589  -2.03485  -0.63667  0.078
H  -4.20639  -3.06435  0.42384  0.093
H  -4.51422  -3.22005  -1.32045  0.092
H  -2.18522  -3.87670  -1.66071  0.149
H  -1.68321  -3.36281  1.20148  0.129
H  -0.63605  -3.76724  -0.24947  0.109
C  3.23168  1.20214  -3.46794  -0.024
C  2.81831  1.23972  -4.94216  -0.244
C  1.33467  1.04940  -5.19598  -0.126
O  1.07504  1.97903  -6.17050  0.114
C  2.02255  2.85314  -6.20969  -0.664
O  1.86839  4.00129  -6.61417  0.126
O  2.99538  2.59164  -5.45556  0.149
H  3.29537  0.18141  -3.09091  0.068
H  2.60408  1.89313  -2.90512  0.096
H  4.25396  1.55526  -3.33253  0.084
H  3.36183  0.50093  -5.53114  0.152
H  0.67359  1.18589  -4.34016  0.123
H  0.92684  0.09920  -5.54079  0.136
C  2.26363  1.35818  4.93769  0.015
C  2.13901  1.61283  3.41338  -0.313
C  0.79713  1.91609  2.84048  -0.172
O  0.83605  3.09149  2.17584  0.094
C  1.99835  3.73004  2.48221  -0.472
O  2.33692  4.86187  2.23583  0.159
O  2.77051  2.83890  3.20761  0.066
H  1.64500  2.03870  5.52273  0.095
H  3.30176  1.26964  5.25792  0.093
H  1.99059  0.32561  5.15534  0.065
H  2.67062  0.83541  2.86466  0.124
H  -0.05725  1.95426  3.51626  0.134
H  0.70639  1.01551  2.23317  0.121

The calculated total energy is -4032.9511 hartree. The value obtained for the HOMO energy is -10.5 eV. Its multiplicity is 1. As for the charge: 0. The HOMO-LUMO gap comes out at 7.919 eV.

Formula: C3H4FNS2
Source: the OMol25 dataset
Level of theory: the ωB97M-V functional and the def2-TZVPD basis

Each line ends with the Löwdin charge.
Positions of all 11 atoms, in Å:
C  0.50218  0.82597  1.32537  -0.629
C  -0.05143  -1.26648  -0.34452  -0.436
C  -0.62887  -1.75373  -1.40095  -0.215
H  -0.43882  2.75808  -0.09469  -0.129
H  1.01746  -0.14688  1.78275  0.121
H  0.31667  -1.91867  0.46136  0.101
H  -0.82952  -1.11239  -2.41674  0.166
N  0.86041  1.97176  1.60714  -0.546
F  -0.84966  -3.15450  -1.66950  -0.072
S  0.45749  3.36658  0.88730  0.735
S  -0.35591  0.43027  -0.13751  0.904

Its energy above the lowest of the compared OMol25 structures with the same formula, charge and spin is 52.4 kcal per mole. The calculated total energy is -1067.5961 hartree. The SMILES is F/C=C/S/C=N\S. The value obtained for the HOMO energy is -8.7 eV. Its multiplicity is 1. As for the charge: 0. The HOMO-LUMO gap comes out at 9.264 eV.

Formula: C22H61N10O13
Source: the OMol25 dataset
Level of theory: the ωB97M-V functional and the def2-TZVPD basis

Each line ends with the Löwdin charge.
Positions of all 106 atoms, in Å:
N  5.51229  -0.98087  -24.89468  -0.729
O  5.16581  -1.60273  -23.93472  -0.071
O  4.75796  -0.65013  -25.81171  -0.091
O  6.65607  -0.54540  -24.89065  -0.084
C  9.52421  6.18947  -26.72849  -0.092
O  8.22996  6.48562  -27.28788  -0.230
C  8.15244  7.32662  -28.48661  -0.172
C  6.76517  7.94043  -28.50378  -0.191
N  6.03105  7.63397  -29.76990  -0.055
C  4.63707  7.31382  -29.67109  -0.192
C  4.27425  6.04630  -28.79615  -0.210
O  4.31653  5.03457  -29.75051  -0.223
C  3.83559  3.81448  -29.31213  -0.123
H  10.03337  5.48385  -27.38496  0.076
H  9.43513  5.80596  -25.71207  0.088
H  10.12185  7.10097  -26.71963  0.074
H  8.40467  6.71325  -29.35163  0.109
H  8.87787  8.12123  -28.31211  0.112
H  6.89408  9.02277  -28.50236  0.104
H  6.25557  7.77744  -27.55413  0.117
H  6.46892  6.74549  -29.96731  0.070
H  4.21847  7.11426  -30.65751  0.116
H  4.11781  8.14664  -29.19686  0.108
H  3.30012  6.02176  -28.30773  0.114
H  4.93791  5.78522  -27.97183  0.115
H  4.38594  3.45339  -28.44334  0.099
H  4.06447  3.18267  -30.17035  0.086
H  2.74835  3.73763  -29.32284  0.091
C  8.10881  2.86869  -29.33656  -0.165
O  8.78782  2.26594  -30.36504  -0.164
C  8.05645  2.49979  -31.65402  -0.149
C  8.03152  4.00257  -32.07236  -0.208
N  9.44596  4.40575  -32.30627  -0.044
C  9.34376  5.61782  -33.19580  -0.178
C  10.75372  6.25273  -33.50717  -0.232
O  11.62946  6.71377  -32.53430  -0.171
C  12.41259  5.80440  -31.85893  -0.123
H  8.50603  2.74799  -28.32871  0.092
H  7.10372  2.48171  -29.16881  0.092
H  8.07953  3.95761  -29.37525  0.063
H  7.09116  2.00400  -31.75650  0.110
H  8.50381  2.01645  -32.52256  0.109
H  7.65052  4.64585  -31.27919  0.086
H  7.36732  4.13730  -32.92604  0.116
H  9.91476  4.72084  -31.46898  0.077
H  8.84857  6.35872  -32.56813  0.102
H  8.74083  5.42835  -34.08388  0.114
H  10.61972  7.12119  -34.15211  0.117
H  11.18448  5.50126  -34.16887  0.111
H  12.69244  4.98742  -32.52401  0.092
H  11.80222  5.34738  -31.08004  0.071
H  13.28534  6.25912  -31.39028  0.091
C  8.20233  -4.40233  -29.23725  -0.084
O  9.36147  -3.55176  -29.34394  -0.173
C  9.26952  -2.44412  -28.51176  -0.276
C  10.60768  -1.79381  -28.43090  -0.202
N  11.01430  -1.43772  -29.85166  -0.034
C  12.27253  -0.64475  -29.81555  -0.213
C  12.86428  -0.43936  -31.21105  -0.259
O  13.17923  -1.68397  -31.77500  -0.159
C  13.84650  -1.47781  -33.01364  -0.119
H  7.44128  -3.79788  -29.73076  0.076
H  7.82278  -4.64399  -28.24446  0.089
H  8.30604  -5.23001  -29.93889  0.083
H  8.97167  -2.65060  -27.48378  0.125
H  8.55347  -1.67576  -28.80327  0.126
H  11.47146  -2.41327  -28.18955  0.111
H  10.67909  -1.03124  -27.65535  0.116
H  10.33923  -0.71656  -30.06211  0.088
H  12.96509  -1.09483  -29.10429  0.112
H  12.04638  0.33379  -29.39199  0.110
H  13.75822  0.15248  -31.01434  0.111
H  12.24810  0.27149  -31.76162  0.120
H  14.02630  -2.49368  -33.36550  0.084
H  14.82072  -0.98930  -33.03180  0.082
H  13.14206  -1.00575  -33.69848  0.086
C  3.29235  -7.32821  -25.27522  -0.734
O  3.53614  -8.39193  -25.84838  0.020
N  4.15640  -6.54641  -24.66300  0.127
N  2.18006  -6.63515  -25.09266  0.131
H  5.04290  -6.99250  -24.47537  0.115
H  4.01831  -5.54655  -24.62686  0.120
H  2.11672  -6.08754  -24.24637  0.111
H  1.30303  -7.01161  -25.42312  0.109
C  -0.47370  -3.35364  -21.68654  -0.864
O  -0.10101  -4.43430  -21.30361  0.045
N  0.26044  -2.37253  -22.15892  0.167
N  -1.64587  -3.00845  -21.76252  0.162
H  -0.24420  -1.61786  -22.60155  0.104
H  1.26990  -2.39323  -22.13318  0.123
H  -2.24614  -3.79528  -21.56088  0.137
H  -1.96364  -2.21985  -22.30773  0.126
C  4.49318  -0.35381  -19.24693  -0.819
O  4.26231  -0.27747  -18.06167  0.017
N  3.79381  0.29211  -20.12258  0.164
N  5.17963  -1.32781  -19.74361  0.168
H  3.97548  0.24998  -21.11522  0.113
H  3.07641  0.93580  -19.82075  0.116
H  5.56258  -1.27738  -20.67684  0.114
H  5.51324  -2.05842  -19.13124  0.120
C  2.85900  -1.82222  -29.90463  -0.126
O  2.17157  -1.05538  -28.83984  -0.141
H  2.65482  -1.19655  -30.77351  0.066
H  3.92694  -1.94597  -29.72493  0.072
H  2.49318  -2.83694  -30.06146  0.064
H  2.86830  -0.91705  -28.19407  0.051

Its energy above the lowest of the compared OMol25 structures with the same formula, charge and spin is 34.7 kcal per mole. The calculated total energy is -2400.2047 hartree. The value obtained for the HOMO energy is -5.0 eV. Its multiplicity is 1. As for the charge: -1. The HOMO-LUMO gap comes out at 6.964 eV.

Formula: H10O5
Source: the OMol25 dataset
Level of theory: the ωB97M-V functional and the def2-TZVPD basis

Each line ends with the Löwdin charge.
Positions of all 15 atoms, in Å:
O  11.09435  2.20509  1.56151  -0.040
H  10.60856  1.67878  2.20650  0.073
H  12.00933  1.92029  1.64987  0.063
O  13.14512  5.00376  0.06013  -0.046
H  12.80728  4.42181  0.74616  0.010
H  12.95194  4.55183  -0.76613  0.034
O  9.68542  4.87880  2.29163  -0.043
H  10.41138  5.36134  2.69654  0.050
H  10.09834  4.13557  1.83581  0.001
O  7.29027  6.58089  1.85214  -0.072
H  7.97178  5.90956  1.71123  -0.006
H  7.52122  6.97672  2.69599  0.023
O  9.42902  2.81977  -0.84701  -0.055
H  10.04877  2.98298  -1.56224  0.030
H  9.96943  2.55746  -0.09236  -0.020

Its energy above the lowest of the compared OMol25 structures with the same formula, charge and spin is 24.8 kcal per mole. The calculated total energy is -382.1847 hartree. The SMILES is O.O.O.O.O. The value obtained for the HOMO energy is -10.6 eV. Its multiplicity is 1. As for the charge: 0. The HOMO-LUMO gap comes out at 10.378 eV.